1.
C29H36NO2 | ωB97M-V/def2-TZVPD

Positions of all 68 atoms, in Å:
1 C -4.1564 1.5239 3.6572
2 O -3.3833 2.7352 3.6121
3 C -2.7430 2.8928 2.4425
4 O -2.8506 2.0975 1.5232
5 C -1.9476 4.1769 2.4057
6 C -2.8432 5.3589 1.9993
7 C -2.0716 6.1350 0.9328
8 C -0.7477 5.3867 0.7090
9 N -0.8863 4.1347 1.4324
10 C 0.1695 3.2366 1.5087
11 C 0.0400 1.9147 1.1718
12 C 1.1320 0.9121 1.2122
13 C 2.5300 1.5228 1.4091
14 C 2.4959 2.7061 2.3717
15 C 1.5348 3.7957 1.8947
16 H -4.6809 1.5645 4.6079
17 H -4.8619 1.4895 2.8201
18 H -3.4914 0.6542 3.6168
19 H -1.5596 4.3362 3.4298
20 H -3.8036 4.9990 1.6055
21 H -3.0391 5.9537 2.8953
22 H -2.6383 6.1708 -0.0043
23 H -1.8744 7.1630 1.2530
24 H -0.5624 5.1973 -0.3594
25 H 0.0979 5.9874 1.0862
26 H -0.9304 1.5465 0.8580
27 H 0.9367 0.2180 2.0480
28 H 1.1014 0.2985 0.2988
29 H 3.2145 0.7579 1.7892
30 H 2.9129 1.8583 0.4378
31 H 2.1742 2.3582 3.3612
32 H 3.4981 3.1319 2.4867
33 H 1.9688 4.3093 1.0183
34 H 1.4182 4.5589 2.6806
35 C 6.5649 -5.5142 -2.8141
36 C 5.4249 -4.5842 -2.5460
37 C 5.5899 -3.2020 -2.7217
38 C 4.5252 -2.3337 -2.5499
39 C 3.2312 -2.8142 -2.1932
40 C 2.1173 -1.9256 -2.1343
41 C 0.8340 -2.3082 -1.7508
42 C -0.3023 -1.5548 -2.0226
43 C -1.6164 -2.0059 -1.6788
44 C -2.7557 -1.6302 -2.4449
45 C -3.9999 -2.1827 -2.1840
46 C -4.1745 -3.0938 -1.1319
47 C -5.5206 -3.6914 -0.8730
48 C -3.0724 -3.4344 -0.3346
49 C -1.8179 -2.9077 -0.5964
50 C 3.1052 -4.2132 -1.9368
51 C 4.1819 -5.0687 -2.1137
52 H 6.2513 -6.5519 -2.6739
53 H 6.9344 -5.4042 -3.8417
54 H 7.4085 -5.3136 -2.1419
55 H 6.5727 -2.8189 -3.0056
56 H 4.6532 -1.2599 -2.6950
57 H 2.2796 -0.8881 -2.4434
58 H 0.7051 -3.2714 -1.2409
59 H -0.2080 -0.6513 -2.6327
60 H -2.6152 -0.9328 -3.2723
61 H -4.8607 -1.9201 -2.8035
62 H -5.4868 -4.3331 0.0113
63 H -6.2728 -2.9107 -0.7072
64 H -5.8606 -4.2971 -1.7229
65 H -3.2149 -4.1285 0.4966
66 H -0.9665 -3.1817 0.0305
67 H 2.1428 -4.6156 -1.6165
68 H 4.0703 -6.1391 -1.9259

- HOMO: -9.41 eV
- Charge: +1
- ΔE to the lowest compared entry with this formula, charge and spin: 0.00 kJ/mol
- HOMO-LUMO gap: 4.02 eV
- DFT total energy: -36234.9388 eV

=====

2.
C4H6O2 | ωB97M-V/def2-TZVPD

Positions of all 12 atoms, in Å:
1 C -1.8618 -0.4079 -0.4902
2 C -0.6294 -0.3815 0.4015
3 O -0.2775 -1.2976 1.1180
4 C -0.1825 1.0438 0.2187
5 C 1.9575 0.3850 0.1773
6 O 0.9352 1.1974 -0.4525
7 H -1.9268 0.5081 -1.0883
8 H -1.8488 -1.2907 -1.1295
9 H -2.7378 -0.4320 0.1652
10 H 1.6455 0.2838 1.2177
11 H 2.0677 -0.5989 -0.2776
12 H 2.8588 0.9905 0.1396

- HOMO: -8.53 eV
- Charge: 0
- ΔE to the lowest compared entry with this formula, charge and spin: 429.07 kJ/mol
- HOMO-LUMO gap: 8.50 eV
- DFT total energy: -8336.0142 eV

=====

3.
C18H16F5N3O2RhS4 | ωB97M-V/def2-TZVPD

Positions of all 49 atoms, in Å:
1 Rh 0.0404 0.3007 0.2577
2 C 2.3926 -0.5426 2.8260
3 C 3.3745 0.0749 1.8355
4 S 2.6698 0.6521 0.2390
5 C 2.8449 2.4830 0.3635
6 C 1.5792 3.2894 0.1234
7 S 0.0397 2.7866 0.9647
8 C 0.3579 2.9988 2.7543
9 C 1.2634 1.9728 3.4058
10 S 0.7623 0.2562 2.9995
11 H 2.1429 -1.5632 2.5379
12 H 2.8526 -0.5611 3.8153
13 H 3.9192 0.9087 2.2741
14 H 4.1043 -0.6882 1.5628
15 H 3.2982 2.7101 1.3258
16 H 3.5591 2.7499 -0.4168
17 H 1.7638 4.3333 0.3788
18 H 1.2926 3.2330 -0.9277
19 H 0.7582 4.0025 2.8934
20 H -0.6431 2.9416 3.1835
21 H 2.2964 2.1037 3.1066
22 H 1.2087 2.0689 4.4901
23 O -2.5188 1.5578 -0.2602
24 N -2.8271 1.0300 0.7761
25 O -2.0802 0.4410 1.5207
26 F -4.6092 -0.2062 -5.0354
27 C -3.4901 0.0358 -4.3693
28 C -2.5036 0.8563 -4.9220
29 F -2.6777 1.3943 -6.1235
30 C -1.3261 1.0959 -4.2253
31 F -0.3866 1.8631 -4.7699
32 C -1.1099 0.5351 -2.9588
33 S 0.3174 0.8839 -2.0632
34 C -2.1066 -0.2914 -2.4362
35 F -1.8844 -0.8573 -1.2242
36 C -3.2850 -0.5434 -3.1139
37 F -4.2099 -1.3260 -2.5662
38 N -2.0568 -6.5489 -0.6636
39 C -1.5555 -5.5606 -0.3811
40 C -0.9476 -4.3282 -0.0394
41 C -1.3428 -3.6259 1.0993
42 C -0.7518 -2.4063 1.3617
43 N 0.1795 -1.8724 0.5675
44 C 0.5850 -2.5594 -0.5049
45 C 0.0533 -3.7855 -0.8472
46 H -2.0895 -4.0309 1.7614
47 H -1.0331 -1.8422 2.2415
48 H 1.3670 -2.1058 -1.1023
49 H 0.4126 -4.3140 -1.7150

- Expectation value of S²: 6.026
- HOMO (spin up / spin down): -10.98 / -11.22 eV
- Charge: +1
- ΔE to the lowest compared entry with this formula, charge and spin: 89.04 kJ/mol
- 2S+1: 5
- HOMO-LUMO gap (spin up / spin down): 7.47 / 5.48 eV
- DFT total energy: -87416.0680 eV